C2HBrN2S | ωB97M-V/def2-TZVPD

Output
HOMO level = -8.78 eV
E_LUMO = -0.77 eV
energy above the lowest of the compared OMol25 structures with the same formula, charge and spin = 54.4 kcal per mole
structure (SMILES) = [S-][N+]#CBr.C#N

CARTESIAN COORDINATES (ANGSTROEM)
Br: 2.40861 0.77546 0.20832
S: -0.31406 -2.67687 0.00299
N: 0.59118 -1.43484 0.05745
N: -0.68484 2.11189 -0.49815
C: 0.99624 -0.31723 0.09833
C: -1.22028 1.18372 -0.11164
H: -1.77685 0.35787 0.24270

Forces on the atoms, in the same order (eV/Å):
Br 0.1 0.2 0.0
S -1.2 -2.1 -0.1
N 1.1 4.0 0.2
N 0.4 0.7 -0.3
C 0.3 -2.2 0.0
C -0.4 -0.1 0.1
H -0.2 -0.5 0.1

Results of the natural (NBO) charge analysis, in e, for atoms 1 through 2:
1. Br 0.250
2. S 0.072

C53H89BrCl2N4O11P | ωB97M-V/def2-TZVPD

Output
HOMO level = -9.14 eV
E_LUMO = -5.22 eV
total charge = +1

CARTESIAN COORDINATES (ANGSTROEM)
Br: 2.07279 -2.10922 -0.67355
Cl: -0.08531 0.77592 0.54941
Cl: 1.20017 4.30109 5.56500
P: 3.22220 -0.15762 -2.68028
O: 1.56351 -0.42340 -10.40246
O: 2.07605 -0.51041 -3.58862
O: 3.62000 -2.08163 10.86021
O: -5.83963 5.07714 -7.23144
O: 1.70988 -1.29128 5.65476
O: 3.95875 2.39410 -1.07545
O: -0.41035 -1.66104 -6.13303
O: 6.06052 1.60366 -5.89755
O: -9.15962 1.05775 -7.02412
O: -1.23284 -4.28552 9.56309
O: -2.82292 -4.26084 4.46103
N: -1.91479 -0.88604 2.89462
N: 4.70691 4.57243 -0.15563
N: 2.11380 -0.34432 -0.10124
N: -1.08868 2.49243 -5.11356
C: -0.77721 -1.73336 3.32513
C: 0.70001 3.33501 4.08341
C: 1.66233 0.38175 1.11838
C: 2.34643 0.44719 7.15397
C: 4.34258 -4.24731 10.20245
C: 2.03273 2.79435 1.89682
C: 3.41720 -3.27732 10.89192
C: -1.97266 3.57793 -5.10320
C: 2.69880 1.00531 -8.88007
C: 0.45498 -1.69700 2.31473
C: 0.41166 -2.43373 -6.58035
C: -3.27873 2.98327 -5.43879
C: -1.43851 -5.48045 9.63651
C: 6.70641 2.27104 -5.11518
C: 2.69363 1.58680 1.11163
C: -3.41420 -3.35797 6.70074
C: 2.23000 -3.85145 11.62155
C: -5.51477 3.11459 -8.53193
C: 0.30421 2.87822 -4.74756
C: -3.83147 -0.67802 5.55288
C: -10.82425 0.39395 -5.46490
C: 6.24625 3.64242 -4.68907
C: 4.48958 0.02163 2.41288
C: 2.62373 0.49058 -0.98602
C: 1.13230 -3.41223 -5.68814
C: 0.75205 -2.45239 -8.04577
C: 4.14698 1.40317 1.70336
C: 2.70678 2.01503 -0.44186
C: 1.13156 1.89043 -10.72103
C: 1.64139 -0.83075 6.78164
C: 4.47176 3.55666 -0.63611
C: 7.99951 1.76152 -4.53200
C: -9.84625 0.15845 -6.58677
C: 1.77692 0.71314 -10.03727
C: -3.83129 -2.23578 7.53311
C: -4.05710 -0.88121 7.00484
C: -1.61095 1.24649 -5.41329
C: -0.54813 -6.47259 8.93299
C: 1.79238 3.24695 -2.57945
C: -3.22026 -1.55560 3.19704
C: -6.35025 4.13121 -7.79681
C: -2.59293 -6.02897 10.43439
C: -7.84138 3.92498 -7.79226
C: -3.20776 -3.17759 5.24610
C: 1.68768 3.06822 -0.98273
C: 0.84604 -1.51853 7.85689
C: -3.42093 -1.81409 4.72470
C: 4.51445 0.16593 4.01228
C: 0.31999 3.05833 -3.18303
C: -3.04283 1.51731 -5.64391
C: 2.02879 2.68092 3.47929
C: 1.25561 -0.33223 2.45642
C: -9.75533 -1.23871 -7.14370
H: -10.78345 1.44112 -5.16390
H: -1.72998 4.63299 -4.85820
H: -4.01621 0.35190 5.16706
H: 3.09130 0.06788 -8.48445
H: 1.89914 2.54481 -11.13883
H: -2.22087 -6.67623 11.23076
H: 0.98025 3.03925 1.59086
H: -11.83745 0.16495 -5.80041
H: 8.20577 0.76600 -4.92617
H: -3.96214 -2.41386 8.62682
H: -3.26649 -6.58616 9.78021
H: 1.14938 -2.53822 2.59764
H: -8.08375 2.97302 -7.31634
H: 0.78784 -3.28544 -4.66085
H: 4.52078 1.23309 4.35073
H: 1.65414 -3.04067 12.06838
H: 0.91753 -4.43402 -6.00682
H: 0.98680 2.05046 -5.08226
H: 0.23816 -5.93713 8.39939
H: 0.52771 0.37012 2.96412
H: 3.53537 1.62057 -9.21637
H: -1.14545 -2.78743 3.44699
H: -4.36865 -0.03569 7.66482
H: -3.81986 0.75116 -5.88863
H: -9.44666 -1.93250 -6.35940
H: 0.00932 2.49984 4.35833
H: 2.56888 -4.51950 12.41582
H: 2.86123 3.35192 3.85000
H: 0.49662 1.53337 -11.53210
H: 1.85427 4.10829 -0.56918
H: 0.16026 -1.69878 -8.56385
H: -9.01399 -1.26152 -7.94294
H: 8.82035 2.42489 -4.81003
H: 0.60619 2.86829 -0.79739
H: 2.25003 1.66804 3.89611
H: 4.77528 -4.93277 10.93348
H: 0.22732 4.04949 3.36250
H: 3.06785 0.25482 7.95052
H: 1.80964 -2.22227 -8.18485
H: -3.17508 -4.16703 3.55836
H: 2.64148 3.71425 1.63936
H: 2.14951 1.51770 -8.08742
H: 4.43029 2.20441 2.44787
H: -10.72144 -1.53959 -7.55317
H: -4.23711 3.55898 -5.49952
H: -5.65574 2.12734 -8.08761
H: -3.23423 -4.39557 7.08517
H: 6.08685 3.66335 -3.60849
H: 5.47946 -0.28458 4.39457
H: 4.21276 -1.17133 -2.56403
H: 0.52064 -3.43155 -8.46962
H: 0.02946 -1.90040 1.29907
H: 3.79556 -4.80578 9.44011
H: -1.04519 0.29082 -5.43930
H: 2.40506 2.44951 -3.06978
H: 1.50237 -1.79688 8.68433
H: -1.13026 -7.04944 8.21179
H: -0.03015 2.06802 -2.74905
H: 3.69470 -0.40832 4.51640
H: 2.20727 -3.22500 -5.72340
H: 5.14991 -3.69536 9.72004
H: 5.55222 -0.27520 2.16129
H: -1.93869 -0.73402 1.88400
H: -8.22229 3.94283 -8.81535
H: 6.98884 4.38970 -4.97391
H: 1.61799 1.19281 7.47841
H: 2.87958 0.83455 6.28491
H: 2.05793 -0.51682 3.20747
H: -4.01651 -0.82800 2.86803
H: -3.14547 -5.20352 10.88405
H: 0.39266 -2.42316 7.44964
H: 0.05220 -0.85836 8.21133
H: 0.51397 2.44163 -10.00902
H: 3.87278 0.96972 -3.28697
H: -4.46171 3.38739 -8.45248
H: -3.31475 -2.47120 2.54443
H: -0.08477 -7.13973 9.66246
H: 5.30456 3.87800 -5.18646
H: 4.96835 1.50077 0.92760
H: -10.56268 -0.22797 -4.60667
H: 1.58854 -4.39222 10.92212
H: -0.39406 3.82778 -2.78991
H: -0.38888 -1.31222 4.28868
H: 7.91865 1.69814 -3.44471
H: 3.86405 -0.85022 2.07789
H: -5.79391 3.09691 -9.58726
H: -8.31517 4.72930 -7.22802
H: 0.59581 3.85692 -5.20901
H: 2.15021 4.27989 -2.85585

Forces on the atoms, in the same order (eV/Å):
Br -0.5 -0.4 0.9
Cl 0.7 0.5 -0.2
Cl -0.7 -0.7 -0.7
P -1.3 0.8 -3.0
O 0.1 0.2 0.1
O 0.9 0.0 1.6
O -0.1 -0.2 -0.1
O 0.0 -0.2 -0.1
O 0.1 0.2 0.0
O 1.6 1.3 1.2
O 0.2 -0.2 0.0
O 0.1 0.2 0.3
O -0.2 -0.3 0.1
O 0.0 -0.3 0.0
O -0.5 0.9 0.5
N -0.5 -0.5 0.0
N 0.5 0.3 -0.1
N 2.0 1.5 -2.2
N 1.6 2.2 0.1
C 0.8 0.3 -0.4
C 1.1 -0.8 -0.3
C -1.4 -0.3 1.0
C 0.1 0.0 -0.4
C 0.2 0.3 -0.1
C 0.1 0.6 0.6
C 0.0 0.4 0.0
C -3.7 -3.2 -1.1
C 0.1 -0.3 0.1
C -0.5 -0.4 0.6
C -0.2 0.2 0.0
C 2.6 -0.6 0.4
C 0.0 0.5 0.0
C -0.2 -0.2 -0.3
C -1.2 2.9 0.6
C 0.0 1.2 -1.7
C -0.1 0.3 0.1
C 0.3 0.2 0.1
C -0.4 -0.5 0.9
C 0.0 -2.2 2.3
C 0.1 0.3 0.0
C -0.3 -0.1 -0.2
C 0.9 0.1 1.0
C -0.2 0.0 0.8
C -0.2 0.1 0.4
C -0.3 0.2 0.1
C 1.4 -1.3 0.0
C -0.7 -1.9 -0.6
C -0.2 -0.2 -0.2
C -0.1 -0.2 -0.1
C -1.7 -1.9 -0.3
C -0.1 -0.3 -0.2
C 0.2 0.3 -0.1
C -0.1 -0.3 -0.2
C 0.3 0.4 -1.4
C 1.0 -2.1 -2.1
C -3.4 1.8 -0.3
C 0.2 0.3 -0.1
C -1.6 0.0 -0.2
C -0.3 0.9 0.3
C 0.0 0.4 0.1
C -0.1 0.3 0.1
C 0.0 0.3 0.3
C -1.1 2.6 2.3
C -0.7 0.8 -1.4
C 0.0 -0.3 -0.4
C 0.0 -0.3 0.1
C 0.5 -0.9 -0.2
C 1.0 -1.4 0.6
C 1.7 1.3 0.8
C 0.4 1.5 0.1
C -0.4 -0.6 0.7
C 0.2 0.1 -0.2
H 0.0 -0.1 0.0
H 0.1 -1.2 -0.3
H 0.3 -1.2 -0.1
H 0.0 0.1 0.0
H -0.1 0.1 0.2
H -0.1 -0.2 -0.1
H 1.0 -0.6 -0.1
H 0.0 -0.2 0.1
H 0.0 0.1 0.0
H 0.1 0.1 -1.1
H 0.1 -0.2 0.1
H -0.7 0.8 -0.4
H -0.1 0.0 -0.3
H 0.0 0.0 -0.1
H -0.2 -0.9 -0.4
H 0.1 -0.1 -0.1
H 0.2 0.0 -0.1
H -0.4 0.9 0.5
H -0.1 0.0 0.0
H 1.0 -0.5 -0.7
H -0.1 0.1 0.1
H 0.8 0.8 0.0
H 0.3 -1.0 -0.7
H 1.0 0.9 0.2
H -0.2 -0.1 0.0
H 0.3 1.1 0.0
H -0.1 -0.1 -0.1
H -0.8 -0.9 -0.4
H 0.1 0.0 0.1
H 0.3 -1.4 0.1
H 0.1 -0.1 0.0
H -0.1 0.0 0.1
H 0.0 0.1 0.2
H 1.2 -0.3 0.3
H -0.5 0.8 -0.4
H -0.1 -0.1 -0.1
H 0.4 -0.7 0.8
H -0.2 0.1 0.1
H 0.0 -0.2 -0.1
H 0.1 0.1 0.5
H -0.6 -1.0 0.2
H 0.1 0.2 -0.1
H -0.9 -0.7 -0.9
H 0.0 -0.1 0.2
H 1.1 -0.8 -0.1
H -0.1 0.0 -0.2
H -0.3 1.3 -0.1
H 0.2 0.1 0.0
H -1.1 0.5 -0.4
H -0.2 0.5 0.7
H 0.2 0.0 0.0
H 0.6 0.3 0.7
H 0.0 -0.2 0.1
H -0.4 1.1 0.0
H -0.2 0.9 0.5
H -0.1 0.2 0.1
H 0.0 -0.2 0.1
H 0.2 1.0 -0.5
H 0.6 0.7 -0.4
H 0.0 -0.2 -0.1
H -0.1 0.0 0.1
H -1.2 0.5 -0.1
H 0.4 -0.1 0.3
H 0.0 -0.2 0.0
H 0.0 0.0 0.2
H 0.1 0.0 0.2
H 0.0 0.0 0.1
H -0.3 0.3 -0.9
H 0.7 -0.9 0.3
H 0.1 -0.1 0.0
H 0.0 0.1 0.1
H 0.1 0.0 0.2
H 0.1 0.1 0.0
H 0.2 -0.5 1.0
H -0.1 0.0 0.0
H -0.1 0.5 0.8
H -0.1 -0.2 -0.1
H 0.1 0.0 0.0
H -1.4 0.0 0.4
H -0.2 -0.1 -0.1
H 0.1 -0.1 0.1
H 0.7 -0.5 -0.7
H -0.5 -0.8 -0.6
H 0.1 0.2 0.0
H 0.4 0.9 0.3
H -0.1 -0.2 0.1
H 0.1 0.0 -0.1
H -0.4 -1.0 0.0
H 0.1 -1.2 0.3

Results of the Löwdin charge analysis, in e, for atoms 1 through 2:
1. Br 1.001
2. Cl 0.798

C8H14N2PSn | ωB97M-V/def2-TZVPD

Output
HOMO level = -9.38 eV
E_LUMO = -2.99 eV
energy above the lowest of the compared OMol25 structures with the same formula, charge and spin = 32.5 kcal per mole
total charge = +1

CARTESIAN COORDINATES (ANGSTROEM)
Sn: -0.00535 -0.07876 -1.49577
P: -0.55723 2.30812 -1.11712
N: 0.01516 -0.04980 0.67478
N: 0.00073 -0.00146 3.11470
C: -0.57515 -1.13562 3.88256
C: 0.57525 1.13672 3.88261
C: -0.80639 -0.67085 -3.69238
C: -0.00052 -0.00285 1.86073
C: 1.44978 -0.78306 -3.11891
C: 0.44995 -0.00435 -3.80285
C: -0.61396 -1.86054 -2.91560
C: 0.77708 -1.92794 -2.54705
H: -1.06953 2.96098 -2.24224
H: 0.49617 0.98081 4.98052
H: -1.52295 2.42615 -0.08831
H: -1.75549 -0.36263 -4.14833
H: -0.03872 -2.05311 3.63903
H: 0.56894 3.03709 -0.67400
H: -0.49657 -0.97999 4.97988
H: -1.63210 -1.24608 3.63909
H: 2.53661 -0.59438 -3.09609
H: 1.63255 1.24638 3.63905
H: -1.37503 -2.61724 -2.69264
H: 0.64542 0.95355 -4.33957
H: 0.03862 2.05387 3.63864
H: 1.26272 -2.73502 -1.96076

Forces on the atoms, in the same order (eV/Å):
Sn -1.3 -0.8 1.4
P -0.3 2.8 1.1
N 0.2 1.1 5.6
N -0.1 0.0 4.0
C -0.1 -0.3 0.3
C 0.1 0.2 0.2
C 0.5 -0.5 -0.8
C 0.2 -0.3 -4.3
C 0.0 -0.9 -0.9
C 0.2 -0.1 -1.5
C 1.3 -1.1 -1.4
C 0.2 -1.9 -2.2
H -0.1 0.5 0.2
H -0.1 -0.2 -1.0
H 0.1 0.5 -0.3
H 0.6 0.0 0.4
H -0.1 0.0 0.0
H -0.5 0.6 0.0
H 0.1 0.2 -0.9
H 0.1 0.0 0.0
H -0.9 0.0 0.1
H -0.1 0.0 0.0
H 0.4 0.6 0.1
H -0.2 -1.0 0.5
H 0.1 0.0 0.0
H -0.5 0.8 -0.5

Results of the natural (NBO) charge analysis, in e, for atoms 1 through 2:
1. Sn 0.939
2. P 0.062

C5H13NO2 | ωB97M-V/def2-TZVPD

Output
HOMO level = -8.45 eV
E_LUMO = 0.80 eV
energy above the lowest of the compared OMol25 structures with the same formula, charge and spin = 93.3 kcal per mole
structure (SMILES) = C[C@@H](O)CCNCO

CARTESIAN COORDINATES (ANGSTROEM)
O: 1.84168 3.41240 0.73844
O: -1.25477 -1.83858 -1.80817
N: 0.91476 1.30067 0.95659
C: 1.46727 2.31602 -0.01255
C: -0.75511 -1.65173 -0.56378
C: -0.29814 -0.16078 -0.58375
C: 0.81610 -0.10215 0.43970
C: -1.95321 -1.99964 0.38960
H: 2.45829 2.06111 -0.30627
H: -1.90873 -1.42890 1.28680
H: 0.77707 -0.80939 1.22907
H: -0.51261 -1.63864 -2.49789
H: -3.00552 -1.84827 -0.16199
H: 1.85561 -0.37872 -0.01921
H: 1.99832 3.25568 1.58689
H: 0.68680 2.42368 -0.74809
H: -2.23404 -3.02998 0.70279
H: -1.18037 0.45128 -0.28100
H: -0.07100 0.31188 -1.54249
H: 0.16914 1.73002 1.53364
H: 0.18846 -2.37596 -0.33834

Forces on the atoms, in the same order (eV/Å):
O -2.1 4.0 -5.5
O 0.9 -1.2 -4.8
N 1.8 0.0 0.1
C -0.2 -2.2 3.2
C 1.1 -0.6 0.8
C -0.9 -1.2 2.3
C 1.7 3.2 -1.1
C -2.3 -0.3 -1.5
H 0.2 -1.7 -1.6
H -0.1 0.7 0.7
H -0.8 -0.5 0.9
H -2.1 -0.6 1.9
H 2.4 0.7 0.9
H -1.7 0.7 0.5
H 0.9 -1.7 5.5
H 0.3 1.2 -0.7
H 1.6 0.1 -0.3
H 0.6 -0.4 0.3
H 0.4 -0.9 -0.2
H 0.3 -1.0 -0.9
H -1.9 1.5 -0.4

Results of the natural (NBO) charge analysis, in e, for atoms 1 through 2:
1. O -0.728
2. O -0.717

C4H5FN2O | ωB97M-V/def2-TZVPD

Output
HOMO level = -8.45 eV
E_LUMO = -0.53 eV
energy above the lowest of the compared OMol25 structures with the same formula, charge and spin = 112.8 kcal per mole

CARTESIAN COORDINATES (ANGSTROEM)
F: 0.88989 -1.78722 -0.07666
O: -2.26264 0.12690 -0.15720
N: 3.70859 0.19657 -0.11164
N: 0.07552 1.60403 -0.00736
C: 1.16856 -0.47677 0.05132
C: 0.03544 0.20519 0.01124
C: 2.46818 0.00260 0.04457
C: -1.21023 -0.67460 0.13376
H: -0.85479 -1.50540 -0.56566
H: -2.97785 -0.97467 -0.44985
H: -1.27346 -0.97231 1.19875
H: -0.81636 2.18698 0.07408
H: 1.04915 2.06869 -0.14536

Forces on the atoms, in the same order (eV/Å):
F 2.0 -2.1 0.3
O -5.7 -5.3 -2.6
N -9.2 -1.1 1.4
N -0.3 0.4 -0.1
C -0.4 0.0 -0.3
C 0.0 3.1 1.1
C 10.0 0.7 -1.7
C 3.7 0.8 0.2
H -1.9 0.8 0.9
H 2.1 5.6 1.1
H 0.3 -0.6 -0.5
H 2.2 -1.4 -0.3
H -2.8 -1.1 0.4

Results of the natural (NBO) charge analysis, in e, for atoms 1 through 2:
1. F -0.325
2. O -0.651